# 1
C19H30Cl3CsGeNO9Si | ωB97M-V/def2-TZVPD

```
65
Properties=species:S:1:pos:R:3:forces:R:3
Cs -1.707 -0.377 -2.553 0.0 -0.1 -0.1
O -6.733 3.721 0.390 0.0 0.0 0.0
C -5.812 2.944 -0.275 0.0 0.0 0.0
C -6.109 1.653 -0.672 0.0 0.0 0.0
C -5.132 0.922 -1.335 0.0 0.0 0.0
N -3.928 1.428 -1.599 0.0 0.0 0.0
C -3.647 2.677 -1.216 0.0 0.0 0.0
C -4.564 3.476 -0.546 0.0 0.0 0.0
C -2.236 3.250 -1.513 0.0 0.0 0.0
O -2.040 4.412 -1.120 0.0 0.0 0.0
O -1.438 2.482 -2.106 -0.1 0.0 0.1
C -5.454 -0.538 -1.757 0.0 0.0 0.0
O -6.617 -0.910 -1.514 0.0 0.0 0.0
O -4.518 -1.184 -2.281 0.1 0.1 0.0
H -7.530 3.191 0.493 0.0 0.0 0.0
H -7.066 1.178 -0.489 0.0 0.0 0.0
H -4.279 4.476 -0.255 0.0 0.0 0.0
Cl 3.723 -3.032 -2.692 0.0 0.0 0.0
Ge 1.884 -1.846 -3.172 0.0 0.0 0.0
Cl 0.403 -3.429 -3.674 0.0 0.0 0.0
Cl 2.460 -1.140 -5.445 0.0 0.0 0.0
C 2.483 -2.833 2.739 0.0 0.0 0.0
C 2.876 -2.883 1.265 0.0 0.0 0.0
C 2.002 -3.892 0.526 0.0 0.0 0.0
C 4.348 -3.249 1.118 0.0 0.0 0.0
O 2.745 -1.568 0.723 0.0 0.0 0.0
Si 1.453 -0.877 -0.021 0.0 0.0 0.0
O 1.192 -1.510 -1.484 0.0 0.0 0.0
O 1.709 0.728 -0.025 0.0 0.0 0.0
C 2.546 1.609 -0.783 0.0 0.0 0.0
C 3.925 0.982 -0.960 0.0 0.0 0.0
C 2.637 2.886 0.046 0.0 0.0 0.0
C 1.890 1.904 -2.125 0.0 0.0 0.0
O 0.099 -1.149 0.860 0.0 0.0 0.0
C -0.639 -0.325 1.775 0.0 0.0 0.0
C -1.559 -1.280 2.527 0.0 0.0 0.0
C -1.460 0.684 0.986 0.0 0.0 0.0
C 0.298 0.379 2.754 0.0 0.0 0.0
H 2.662 -3.799 3.217 0.0 0.0 0.0
H 1.425 -2.587 2.833 0.0 0.0 0.0
H 3.068 -2.069 3.256 0.0 0.0 0.0
H 2.137 -4.884 0.964 0.0 0.0 0.0
H 2.270 -3.936 -0.529 0.0 0.0 0.0
H 0.947 -3.621 0.607 0.0 0.0 0.0
H 4.544 -4.239 1.537 0.0 0.0 0.0
H 4.966 -2.515 1.641 0.0 0.0 0.0
H 4.621 -3.247 0.063 0.0 0.0 0.0
H 4.364 0.746 0.011 0.0 0.0 0.0
H 4.583 1.670 -1.495 0.0 0.0 0.0
H 3.864 0.056 -1.537 0.0 0.0 0.0
H 3.064 2.666 1.027 0.0 0.0 0.0
H 1.640 3.310 0.178 0.0 0.0 0.0
H 3.265 3.625 -0.456 0.0 0.0 0.0
H 1.862 1.008 -2.748 0.0 0.0 0.0
H 2.467 2.660 -2.664 0.0 0.0 0.0
H 0.870 2.274 -1.990 0.0 0.0 0.0
H -2.190 -1.819 1.820 0.0 0.0 0.0
H -2.200 -0.729 3.217 0.0 0.0 0.0
H -0.972 -2.006 3.094 0.0 0.0 0.0
H -2.200 0.166 0.376 0.0 0.0 0.0
H -0.829 1.293 0.338 0.0 0.0 0.0
H -2.005 1.353 1.657 0.0 0.0 0.0
H 0.921 -0.349 3.277 0.0 0.0 0.0
H -0.290 0.929 3.492 0.0 0.0 0.0
H 0.944 1.081 2.229 0.0 0.0 0.0
```
Positions in Å, forces in eV/Å.

As for the spin multiplicity: 2. The energy relative to the best compared isomer or geometry (same formula, charge and spin) comes out at 0.000 eV. Its net charge is -2. The HOMO energy (spin up / spin down) is -2.4 / -3.5 eV. Its expectation value of S² is 0.75. Its orbital gap (spin up / spin down) is 0.238 / 0.267 Eh. Its electronic energy is -5241.590667 hartree. The value obtained for the lowest unoccupied orbital energy (spin up / spin down) is 4.03 / 3.73 eV.

# 2
C19H30Cl3CsGeNO9Si | ωB97M-V/def2-TZVPD

```
65
Properties=species:S:1:pos:R:3:forces:R:3
Cs -1.612 2.065 0.333 0.6 -0.5 -0.1
O 1.578 6.592 5.282 0.0 0.0 0.0
C 1.273 5.798 4.212 0.1 -0.2 -0.1
C 2.118 4.785 3.782 -0.1 0.0 0.0
C 1.781 4.013 2.674 0.0 0.0 -0.2
N 0.625 4.189 2.013 0.1 0.0 0.6
C -0.161 5.150 2.485 -0.9 0.2 -0.5
C 0.078 6.010 3.537 0.5 -0.2 0.2
C -1.473 5.339 1.760 -0.1 0.0 -0.1
O -1.731 6.342 1.109 0.1 0.0 0.2
O -2.334 4.353 1.870 0.0 0.4 -0.1
C 2.796 2.930 2.185 -0.2 0.1 0.0
O 3.669 2.647 3.035 0.0 0.0 -0.1
O 2.604 2.513 1.033 0.1 -0.1 0.1
H 2.424 6.295 5.634 0.0 0.0 0.0
H 3.053 4.540 4.274 0.0 0.1 0.0
H -0.628 6.779 3.818 0.0 0.0 0.0
Cl -5.094 3.114 1.298 0.3 0.1 -0.2
Ge -3.870 4.941 0.759 -0.9 0.8 0.2
Cl -5.731 6.685 0.398 0.4 -0.4 0.1
Cl -3.176 4.541 -1.329 -0.1 0.0 0.1
C 1.669 -0.882 1.395 0.0 0.0 -0.1
C 2.320 -1.544 0.181 0.0 0.0 0.0
C 2.738 -2.975 0.521 0.0 0.0 0.0
C 3.525 -0.723 -0.262 0.0 0.1 0.0
O 1.437 -1.610 -0.942 -0.3 0.0 0.1
Si -0.231 -1.657 -0.934 0.2 -0.3 -0.2
O -0.968 -0.355 -0.494 0.0 -0.3 -0.1
O -0.568 -3.033 -0.033 0.0 0.1 0.0
C -1.776 -3.757 0.078 -0.1 0.0 -0.1
C -1.779 -4.381 1.471 0.0 0.0 0.0
C -1.783 -4.857 -0.987 0.0 0.0 0.0
C -3.000 -2.856 -0.094 0.1 0.0 0.0
O -0.607 -2.183 -2.488 0.1 0.0 0.0
C -0.223 -1.603 -3.722 0.0 0.0 0.0
C -0.133 -0.079 -3.628 0.0 0.0 0.1
C -1.295 -2.001 -4.731 -0.1 0.0 0.0
C 1.130 -2.183 -4.139 0.0 0.0 0.1
H 2.395 -0.817 2.208 0.0 0.0 0.0
H 0.802 -1.461 1.727 0.0 0.0 0.0
H 1.360 0.136 1.152 0.0 -0.1 0.0
H 3.436 -2.983 1.362 0.0 0.0 0.0
H 3.223 -3.435 -0.345 0.0 0.0 0.0
H 1.852 -3.559 0.776 0.0 0.0 0.0
H 4.299 -0.728 0.510 0.0 0.0 0.0
H 3.230 0.316 -0.422 0.0 0.0 0.0
H 3.934 -1.143 -1.185 0.0 0.0 0.0
H -0.881 -4.990 1.599 0.0 0.0 0.0
H -2.661 -5.011 1.618 0.0 0.0 0.0
H -1.772 -3.594 2.228 0.0 0.0 0.0
H -0.926 -5.519 -0.838 0.0 0.0 0.0
H -1.699 -4.398 -1.973 0.0 0.0 0.0
H -2.701 -5.450 -0.934 0.0 0.0 0.0
H -2.958 -2.026 0.612 0.0 0.0 0.0
H -3.919 -3.426 0.068 0.0 0.0 0.0
H -3.015 -2.434 -1.102 0.0 0.0 0.1
H -1.078 0.331 -3.268 0.0 0.0 0.0
H 0.098 0.347 -4.607 0.0 0.0 0.0
H 0.650 0.209 -2.922 0.0 0.0 0.0
H -2.259 -1.584 -4.428 0.0 0.0 0.0
H -1.382 -3.091 -4.759 0.0 0.0 0.0
H -1.050 -1.639 -5.733 0.0 0.0 0.0
H 1.870 -1.943 -3.374 0.0 0.0 0.0
H 1.452 -1.778 -5.102 0.0 0.0 0.0
H 1.054 -3.271 -4.221 0.0 0.0 0.0
```
Positions in Å, forces in eV/Å.

As for the spin multiplicity: 2. The energy relative to the best compared isomer or geometry (same formula, charge and spin) comes out at 1.303 eV. Its net charge is -2. The HOMO energy (spin up / spin down) is -2.8 / -3.6 eV. Its expectation value of S² is 0.75. Its orbital gap (spin up / spin down) is 0.248 / 0.251 Eh. Its electronic energy is -5241.542793 hartree. The value obtained for the lowest unoccupied orbital energy (spin up / spin down) is 3.92 / 3.23 eV.

# 3
C19H30HoN4O3S2 | ωB97M-V/def2-TZVPD

```
59
Properties=species:S:1:pos:R:3:forces:R:3
Ho 0.062 1.361 0.677 -0.1 0.0 0.9
C -2.792 -0.010 3.866 0.1 -0.1 -0.3
C -1.807 -0.274 2.745 -0.7 0.2 0.4
O -1.586 0.687 1.895 -0.1 0.8 -0.2
C -1.207 -1.468 2.622 0.6 -0.9 0.1
C -0.224 -1.809 1.636 1.1 -0.9 0.1
C 0.212 -3.248 1.475 -0.7 -0.3 -1.6
N 0.450 -0.942 0.928 -1.0 0.2 0.5
N 1.451 -1.461 0.103 0.0 1.6 -0.5
C 1.706 -0.560 -0.818 -0.3 -0.9 -0.2
O 0.971 0.530 -1.025 1.2 -0.9 0.0
C 2.899 -0.794 -1.661 0.0 0.8 -1.0
C 3.304 0.240 -2.525 0.7 -0.3 0.6
C 4.498 0.102 -3.245 -0.3 0.6 -0.5
C 5.280 -1.047 -3.078 0.3 0.7 0.2
C 4.873 -2.083 -2.231 0.3 0.5 -0.7
C 3.639 -1.971 -1.602 0.7 0.1 -0.1
H -2.611 -0.749 4.680 -0.2 0.9 -0.4
H -3.830 -0.126 3.514 0.3 -0.1 0.0
H -2.702 1.058 4.129 0.1 -0.6 0.4
H -1.405 -2.223 3.372 -0.2 -0.1 -0.2
H -0.338 -4.006 2.014 -0.4 0.2 0.3
H 1.250 -3.353 1.718 0.7 0.1 0.2
H 0.158 -3.509 0.374 0.0 0.2 1.2
H 2.769 1.185 -2.477 0.0 -0.3 -0.4
H 4.801 0.924 -3.954 -0.2 -1.0 1.0
H 6.277 -1.038 -3.525 -0.4 -0.3 0.0
H 5.566 -2.926 -2.104 -0.7 0.2 0.0
H 3.290 -2.791 -1.036 -0.4 -0.6 0.7
C -5.418 0.505 0.565 0.5 0.3 0.5
C -4.546 0.256 -0.662 0.0 0.3 -0.1
N -3.233 0.907 -0.469 -0.5 0.7 -0.2
C -2.772 1.887 -1.256 -0.1 -1.0 -0.3
S -1.553 2.984 -0.768 0.0 0.5 0.3
N -3.201 2.027 -2.538 0.1 -0.3 0.8
C -3.330 0.955 -3.553 0.0 -0.6 1.4
C -2.125 0.002 -3.595 -1.0 -1.6 -1.5
H -6.393 0.069 0.419 -0.4 -0.1 0.0
H -5.521 1.576 0.844 0.0 -0.6 -0.6
H -4.974 0.030 1.448 -0.1 -0.1 -0.2
H -5.046 0.587 -1.575 0.2 0.6 0.3
H -4.379 -0.791 -0.859 0.0 -0.6 0.3
H -2.924 0.903 0.519 0.1 0.1 -0.7
H -2.813 2.874 -2.895 0.2 0.3 -0.5
H -3.525 1.494 -4.444 0.0 0.2 -1.0
H -4.223 0.371 -3.312 0.1 0.1 -0.3
H -1.160 0.468 -3.590 0.4 0.5 0.0
H -2.179 -0.664 -4.559 0.0 1.2 1.8
H -2.182 -0.671 -2.726 0.1 0.1 -0.3
C 3.931 2.369 3.707 -0.3 -0.2 -0.8
S 2.695 1.203 3.017 1.3 -0.2 -1.3
C 3.833 0.472 1.707 -2.2 -1.2 1.6
O 1.718 1.975 2.103 0.0 0.0 0.3
H 4.744 1.691 4.026 -0.2 0.5 -0.3
H 3.516 2.823 4.603 -0.1 0.2 -0.2
H 4.226 3.105 2.908 -0.2 -0.8 1.0
H 4.636 -0.060 2.197 0.5 0.3 0.0
H 4.036 1.264 1.035 0.6 0.7 -0.6
H 3.208 -0.313 1.239 0.2 0.5 0.0
```
Positions in Å, forces in eV/Å.

As for the spin multiplicity: 5. Its net charge is +1. The HOMO energy (spin up / spin down) is -10.4 / -10.4 eV. Its expectation value of S² is 6.00. Its orbital gap (spin up / spin down) is 0.300 / 0.302 Eh. Its electronic energy is -2931.079862 hartree. The value obtained for the lowest unoccupied orbital energy (spin up / spin down) is -2.21 / -2.18 eV.

# 4
C19H30N2O4 | ωB97M-V/def2-TZVPD

```
55
Properties=species:S:1:pos:R:3:forces:R:3
C -5.342 -1.132 -1.910 0.0 0.0 -0.1
O -5.547 -1.502 -0.568 0.0 -0.1 0.2
C -5.903 -0.412 0.255 -0.2 0.1 -0.1
C -4.787 0.624 0.454 -0.4 -0.1 -0.1
O -4.975 1.791 0.158 -0.2 0.2 -0.1
N -3.630 0.189 0.989 0.3 0.0 0.2
C -3.287 -1.176 1.316 0.0 -0.5 -0.1
C -2.142 -1.654 0.420 0.0 0.0 0.3
C -0.940 -0.722 0.553 -0.1 0.1 -0.4
C -1.361 0.717 0.216 -0.1 0.0 0.4
N -0.322 1.724 0.282 0.0 0.0 0.0
C 0.620 1.620 1.370 0.0 -0.1 0.0
C 0.222 2.178 -0.973 0.0 -0.2 -0.3
C 1.058 1.179 -1.808 -0.2 0.3 0.2
C 2.354 0.780 -1.163 0.2 0.1 -0.1
C 3.322 1.724 -0.869 -0.2 -0.1 -0.1
C 4.510 1.359 -0.254 0.2 -0.1 0.1
C 4.760 0.038 0.074 0.1 -0.2 0.1
O 5.889 -0.426 0.685 -0.4 -0.2 -0.2
C 6.894 0.498 1.011 0.2 0.2 0.0
C 3.792 -0.939 -0.243 0.2 -0.1 0.1
O 4.116 -2.220 0.097 0.2 0.5 0.0
C 3.195 -3.240 -0.189 -0.2 -0.2 -0.1
C 2.614 -0.555 -0.857 0.1 -0.1 0.0
C -2.525 1.112 1.148 0.1 0.4 -0.4
H -4.542 -0.389 -2.006 0.0 0.0 0.0
H -5.066 -2.040 -2.442 0.0 0.1 -0.1
H -6.256 -0.714 -2.346 0.0 0.0 0.0
H -6.760 0.129 -0.170 0.2 0.0 0.1
H -6.196 -0.835 1.220 0.0 0.1 -0.1
H -4.148 -1.827 1.190 0.1 0.1 0.1
H -2.965 -1.206 2.365 0.0 0.0 0.0
H -1.866 -2.671 0.702 0.0 0.0 0.0
H -2.487 -1.672 -0.616 -0.1 0.0 0.0
H -0.139 -1.045 -0.111 0.1 0.0 0.0
H -0.565 -0.763 1.577 0.1 0.0 0.1
H -1.757 0.727 -0.807 0.0 0.0 0.0
H 1.335 0.794 1.269 0.0 0.0 0.1
H 1.187 2.549 1.425 0.1 0.0 0.1
H 0.075 1.503 2.306 0.0 0.0 0.1
H 0.836 3.055 -0.756 0.0 0.1 -0.1
H -0.620 2.508 -1.591 0.1 0.1 0.0
H 0.457 0.292 -2.017 0.0 0.0 -0.1
H 1.272 1.667 -2.763 -0.1 -0.1 -0.1
H 3.159 2.762 -1.119 0.0 0.1 0.0
H 5.240 2.122 -0.036 0.1 0.0 0.0
H 6.534 1.255 1.718 0.0 0.0 0.0
H 7.686 -0.083 1.480 0.0 0.1 0.0
H 7.291 0.996 0.120 0.0 0.0 0.0
H 3.657 -4.161 0.165 -0.1 0.0 0.0
H 3.004 -3.325 -1.265 0.0 0.0 0.0
H 2.245 -3.089 0.337 0.0 0.0 0.0
H 1.877 -1.300 -1.115 -0.1 -0.1 0.0
H -2.877 2.113 0.900 0.1 -0.1 0.1
H -2.195 1.095 2.191 0.0 0.0 0.0
```
Positions in Å, forces in eV/Å.

The energy relative to the best compared isomer or geometry (same formula, charge and spin) comes out at 3.386 eV. The HOMO energy is -7.7 eV. As for the SMILES: COCC(=O)N1CCC[C@H](N(C)CCc2ccc(OC)c(OC)c2)C1. Its orbital gap is 0.309 Eh. Its electronic energy is -1152.419437 hartree. The value obtained for the lowest unoccupied orbital energy is 0.67 eV.

Which value of electronic energy does entry 1 give?
-5241.590667 hartree

Which of these has the lowest electronic energy?
number 1